This record from the Open Molecules 2025 dataset describes a cluster of 8 separate species, C32H51NO17PS in total. The level of theory is wB97M-V/def2-TZVPD.

**Net charge**: +1
**LUMO energy**: -0.1243 hartree
**2S+1**: 1

Element x y z (Å)
O: -3.7484 -0.2405 1.7941
C: -4.8660 -1.0529 1.9063
C: -6.0462 -0.4922 2.6630
N: -7.1008 -1.1152 2.2989
C: -6.8256 -2.1090 1.2249
C: -5.6128 -1.4090 0.6039
P: -4.7280 -2.2738 -0.7066
O: -3.7663 -3.2557 0.0692
O: -3.7490 -1.1685 -1.3306
S: -5.9257 -3.0408 -1.9829
H: -2.9801 -0.7068 2.1250
H: -4.6863 -1.9971 2.4385
H: -6.0174 0.3060 3.3955
H: -8.0274 -0.9065 2.6799
H: -6.6023 -3.0626 1.6945
H: -7.6548 -2.1340 0.5311
H: -5.9738 -0.4506 0.2243
H: -2.8819 -3.2685 -0.3731
H: -3.7878 -0.3174 -0.8836
O: -6.0497 0.5409 5.6386
C: -5.3322 -0.2991 6.1060
O: -5.4602 -1.6040 5.7762
C: -4.5490 -2.4094 6.5627
C: -3.4500 -1.4462 6.9973
C: -4.2157 -0.1265 7.1131
H: -5.1035 -2.8212 7.4060
H: -4.1899 -3.2280 5.9454
H: -2.9516 -1.7558 7.9119
H: -2.6951 -1.3676 6.2136
H: -4.6659 0.0040 8.0982
H: -3.6188 0.7479 6.8723
O: -1.2806 -3.8521 -0.8170
C: -1.0599 -3.8410 -2.0062
O: -2.0536 -3.9577 -2.8871
C: -1.5304 -4.0131 -4.2334
C: -0.1540 -3.3676 -4.1431
C: 0.2704 -3.7328 -2.7188
H: -1.4854 -5.0608 -4.5340
H: -2.2139 -3.4887 -4.8941
H: 0.5278 -3.7086 -4.9179
H: -0.2421 -2.2852 -4.2295
H: 0.7653 -4.7045 -2.6641
H: 0.8972 -2.9788 -2.2505
O: 1.3917 -0.6903 -5.7615
C: 2.1935 -0.7101 -4.8744
O: 1.8402 -0.5605 -3.5735
C: 3.0272 -0.5297 -2.7411
C: 4.1030 -1.2352 -3.5532
C: 3.6952 -0.8819 -4.9811
H: 3.2823 0.5092 -2.5417
H: 2.8040 -1.0303 -1.8006
H: 5.1087 -0.9251 -3.2914
H: 4.0241 -2.3144 -3.4016
H: 4.1303 0.0648 -5.3045
H: 3.9308 -1.6588 -5.7025
O: -9.8145 -0.8675 1.8259
C: -10.1103 -0.0591 0.9781
O: -11.3618 0.3649 0.8308
C: -11.4796 1.2325 -0.3193
C: -10.0689 1.7593 -0.5551
C: -9.2184 0.5836 -0.0722
H: -11.8504 0.6378 -1.1544
H: -12.2015 2.0102 -0.0916
H: -9.8883 2.0486 -1.5868
H: -9.8876 2.6290 0.0768
H: -9.0375 -0.1475 -0.8643
H: -8.2709 0.8950 0.3629
O: 5.6498 1.3468 -2.7160
C: 5.9328 2.3421 -2.1021
O: 7.1715 2.8514 -2.1154
C: 7.2692 3.9789 -1.2128
C: 5.8367 4.4749 -1.0594
C: 5.0405 3.1781 -1.2062
H: 7.6946 3.6253 -0.2737
H: 7.9411 4.7115 -1.6486
H: 5.6689 4.9974 -0.1202
H: 5.5883 5.1553 -1.8753
H: 4.9345 2.6651 -0.2512
H: 4.0644 3.3218 -1.6635
O: 10.4589 3.0054 -1.8365
C: 10.4662 1.8965 -2.2788
O: 10.5836 0.8020 -1.4902
C: 10.6567 -0.3884 -2.2936
C: 10.0159 -0.0119 -3.6253
C: 10.3708 1.4707 -3.7319
H: 11.7074 -0.6656 -2.4017
H: 10.1344 -1.1872 -1.7735
H: 10.3693 -0.6196 -4.4555
H: 8.9332 -0.1249 -3.5589
H: 11.3432 1.6323 -4.1997
H: 9.6171 2.0588 -4.2466
O: 6.3947 3.0339 2.6011
C: 5.2431 3.0160 2.9061
O: 4.2633 2.7682 1.9950
C: 2.9672 2.9130 2.5981
C: 3.2021 2.7211 4.0941
C: 4.6178 3.2753 4.2636
H: 2.5869 3.9094 2.3629
H: 2.3008 2.1699 2.1668
H: 2.4521 3.2139 4.7089
H: 3.1928 1.6577 4.3356
H: 4.6216 4.3516 4.4404
H: 5.1885 2.7793 5.0424

Mulliken atomic charge list, values in e, 5 entries:
1. O -0.588
2. C 0.164
3. C -0.694
4. N 0.163
5. C -0.888

***

This record from the Open Molecules 2025 dataset describes a structure of composition C32H52BF3N12O2Ti. The level of theory is wB97M-V/def2-TZVPD.

**<S²>**: 2.01
**LUMO energy (alpha / beta)**: 0.0132 / 0.0090 hartree
**2S+1**: 3

Element x y z (Å)
Ti: -0.9941 -0.1907 0.2605
C: 1.9065 0.0096 3.9422
C: 0.7568 -0.8537 3.2956
C: 0.1779 -1.8353 4.2823
C: 1.2311 -1.5656 2.0615
C: 2.3185 -2.4401 2.0045
C: 2.4038 -2.8156 0.6543
N: 1.4662 -2.1058 -0.0067
N: 0.7065 -1.4454 0.8531
B: 1.4313 -2.1766 -1.6357
N: 2.8628 -1.8342 -2.1458
C: 3.6894 -2.5267 -2.9628
C: 4.7913 -1.7134 -3.1936
C: 4.5896 -0.5484 -2.4328
N: 3.4158 -0.6386 -1.8343
C: 5.5927 0.6323 -2.3449
C: 5.2183 1.6196 -3.4883
C: 5.5557 1.2046 -0.9542
N: 0.4068 -1.1797 -2.3386
C: 0.1576 -1.1557 -3.6927
C: -0.3253 0.0926 -4.0203
C: -0.4347 0.7706 -2.7867
N: -0.0525 -0.0388 -1.8295
C: -0.7691 2.2236 -2.5309
C: 0.5957 3.0615 -2.6218
C: -1.7860 2.8401 -3.4771
H: 1.4966 0.6093 4.7024
H: 2.6053 -0.7534 4.3370
H: 2.3808 0.6610 3.1429
H: -0.1129 -0.2121 3.0355
H: 0.9568 -2.6528 4.4466
H: -0.7360 -2.3743 3.8926
H: -0.1754 -1.5006 5.2879
H: 2.9131 -2.8499 2.8706
H: 3.0365 -3.4389 0.1038
H: 1.0917 -3.2573 -2.1744
H: 3.4148 -3.5266 -3.3740
H: 5.6092 -1.8184 -3.9036
H: 6.4982 0.1372 -2.6798
H: 4.1988 1.8907 -3.2939
H: 5.8705 2.4964 -3.4571
H: 5.3688 1.2540 -4.5324
H: 4.5138 1.3553 -0.6233
H: 6.0534 0.6624 -0.1234
H: 5.9826 2.1876 -1.0600
H: 0.5280 -2.0126 -4.2865
H: -0.5397 0.4880 -5.0221
H: -1.1784 2.2850 -1.5152
H: 0.9422 2.9873 -3.6582
H: 0.3591 4.1298 -2.3469
H: 1.3842 2.6722 -1.9207
H: -1.5467 2.7855 -4.5492
H: -2.7510 2.4230 -3.4432
H: -1.8547 3.9015 -3.1761
C: 1.9810 2.9818 0.7520
N: 0.7659 3.3663 1.3911
C: 0.6268 4.7776 1.8723
C: -0.8127 4.8063 2.3606
N: -1.3969 3.5552 1.7940
C: -2.6701 3.0565 2.3195
C: -0.4324 2.7179 1.3332
N: -0.6385 1.4592 0.9955
C: -2.7539 -0.3545 3.7839
C: -3.1358 -1.4742 2.8431
N: -2.3683 -1.4694 1.5602
C: -2.3897 -2.6080 0.9015
N: -2.8703 -3.8095 1.1413
C: -4.1670 -4.1823 1.6702
C: -2.1869 -4.8017 0.2401
C: -1.1100 -3.9632 -0.4566
N: -1.6876 -2.5552 -0.3753
C: -2.7196 -2.4567 -1.4371
H: 2.7492 2.7314 1.4904
H: 2.3878 3.7888 0.1358
H: 1.9049 2.0873 0.2454
H: 0.8745 5.4638 1.0969
H: 1.4061 4.9411 2.6797
H: -1.4122 5.6706 2.0138
H: -0.8457 4.6835 3.4497
H: -3.5663 3.5926 1.8241
H: -2.7146 3.1420 3.4433
H: -2.7280 1.9990 2.1327
H: -1.8704 0.2254 3.5109
H: -3.1300 -0.2169 4.8136
H: -4.2119 -1.4666 2.5611
H: -3.1123 -2.4298 3.2985
H: -4.8784 -4.7545 0.9392
H: -4.7158 -3.2677 1.7736
H: -3.9321 -4.9394 2.4362
H: -2.8895 -5.2105 -0.4786
H: -1.7849 -5.6151 0.8399
H: -0.8594 -4.1389 -1.4998
H: -0.1927 -3.9520 0.0192
H: -2.9801 -1.4140 -1.5821
H: -2.2397 -2.7781 -2.3804
H: -3.5907 -3.0287 -1.3194
F: -5.5833 1.6587 -1.7013
C: -4.7234 1.9559 -0.6794
F: -5.4382 2.4971 0.3187
F: -3.8586 2.8815 -1.0844
C: -3.9470 0.6300 -0.2942
O: -4.6404 -0.2706 0.1473
O: -2.7331 0.5690 -0.5763

Mulliken atomic charge list, values in e, 5 entries:
1. Ti 0.473
2. C -1.689
3. C 3.372
4. C -1.217
5. C -0.716

***

| no. | energy (eV) | strongest force on any atom (eV/Å) |
| --- | --- | --- |
| 1 | -90431.318 | 1.199 |
| 2 | -87949.817 | 4.320 |